# 1
86
Properties=species:S:1:pos:R:3 method="wB97M-V/def2-TZVPD" e_above_lowest_ev=0.000 multiplicity=2 lumo_ev="0.5567 / 0.5587"
Co 0.3224 0.8014 -0.1812
N 2.3311 1.1278 -0.1501
N 2.6058 1.7863 -1.3655
C 1.6823 1.6578 -2.4312
O 2.0209 2.0662 -3.5291
O 0.5605 1.0947 -2.1177
H 2.5592 1.7381 0.6296
H 2.8539 0.2668 -0.0533
H 3.5689 1.9260 -1.6178
C -3.1272 0.8587 0.7572
P -1.8373 1.3601 -0.4170
C -2.5502 0.9328 -2.0352
C -1.9439 3.1748 -0.4195
C -1.4955 3.8875 -1.5311
C -1.5076 5.2751 -1.5200
C -1.9686 5.9606 -0.4040
C -2.4070 5.2567 0.7082
C -2.3884 3.8700 0.7033
H -2.7983 1.0427 1.7805
H -3.2981 -0.2133 0.6497
H -4.0587 1.3935 0.5661
H -3.4319 1.5439 -2.2332
H -2.8450 -0.1179 -2.0428
H -1.8016 1.0960 -2.8083
H -1.1014 3.3618 -2.3944
H -1.1499 5.8190 -2.3848
H -1.9794 7.0433 -0.3988
H -2.7497 5.7855 1.5889
H -2.7025 3.3358 1.5920
C 2.2116 -2.3522 1.7837
C 2.1020 -2.9571 0.3815
C 3.3642 -2.5895 -0.4059
C 2.0908 -4.4816 0.5239
Sb 0.3613 -1.9698 -0.5498
C 0.5294 -2.5851 -2.6513
C 0.8387 -4.0680 -2.8424
C -0.7562 -2.2440 -3.4114
C 1.6501 -1.7479 -3.2823
C -1.3713 -3.0942 0.2289
C -1.1833 -4.5977 0.4243
C -1.7349 -2.4815 1.5808
C -2.5471 -2.8879 -0.7284
H 3.0999 -2.7555 2.2859
H 1.3460 -2.5981 2.4044
H 2.2954 -1.2623 1.7732
H 4.2403 -2.8091 0.2158
H 3.4267 -1.5384 -0.6968
H 3.4616 -3.1732 -1.3217
H 3.1025 -4.8092 0.7954
H 1.8114 -5.0091 -0.3868
H 1.4306 -4.8149 1.3226
H 0.0947 -4.7153 -2.3718
H 1.8229 -4.3411 -2.4597
H 0.8366 -4.2949 -3.9161
H -1.5563 -2.9602 -3.2301
H -0.5348 -2.2691 -4.4846
H -1.1267 -1.2400 -3.1858
H 2.6289 -1.9376 -2.8430
H 1.4401 -0.6804 -3.2216
H 1.7201 -2.0135 -4.3440
H -0.4953 -4.8253 1.2367
H -0.8305 -5.1043 -0.4759
H -2.1498 -5.0423 0.6948
H -0.9967 -2.7304 2.3477
H -2.6957 -2.8941 1.9131
H -1.8226 -1.3951 1.5477
H -2.4494 -3.4839 -1.6344
H -2.6836 -1.8432 -1.0253
H -3.4686 -3.2060 -0.2255
C 1.2300 5.2033 2.7736
C 1.2428 4.7879 1.4241
C 0.9141 3.5017 1.1045
C 0.5711 2.5385 2.0973
C 0.2528 1.1779 1.7369
C 0.0500 0.3138 2.7863
C 0.0897 0.7175 4.1446
C 0.3426 2.0150 4.4757
C 0.6030 2.9602 3.4512
C 0.9162 4.3102 3.7576
H 1.4766 6.2274 3.0259
H 1.4970 5.4913 0.6402
H 0.9118 3.2128 0.0575
H -0.1599 -0.7276 2.5857
H -0.0883 -0.0151 4.9247
H 0.3668 2.3388 5.5100
H 0.9178 4.6176 4.7980

=====

# 2
45
Properties=species:S:1:pos:R:3 method="wB97M-V/def2-TZVPD" charge=+1 e_above_lowest_ev=0.000 multiplicity=2 lumo_ev="-4.1614 / -6.9307"
C 2.0351 -0.6158 3.7298
C 1.5057 -1.4555 2.5250
N -0.7197 0.4130 2.4514
C -0.0126 0.2231 1.3147
C 1.0047 -0.7418 1.3173
C -0.1221 1.0245 -0.9953
C -0.1667 1.2726 0.3181
H 1.4900 -0.7829 4.6500
H 3.1093 -0.7713 3.7607
H 1.9621 0.4460 3.4692
H 0.6809 -2.0790 2.9046
H 2.2199 -2.1756 2.1270
H -0.3409 0.0143 3.3015
H -1.2443 1.2688 2.5778
H 1.6017 -0.8011 0.4113
H -0.2475 1.8452 -1.6912
H -0.0540 0.0377 -1.4269
H -0.2319 2.2964 0.6647
H -5.0472 -0.5832 1.0462
H -4.1281 0.6108 1.4743
O -4.9332 0.3716 1.0127
H -1.8694 -2.8621 -1.8098
H -2.1625 -1.6532 -2.5043
O -1.5819 -2.4282 -2.6248
H 0.3616 -1.8696 -2.3760
H 2.0076 -1.9665 -2.6526
O 1.2634 -1.5657 -2.2108
H 2.2175 1.3618 1.5690
H 2.7979 1.0272 0.2028
O 2.9196 1.6151 0.9666
H 2.1322 0.3810 -2.2613
H 2.5415 1.7365 -1.7826
O 2.8567 0.8168 -1.7818
H -2.2989 0.2091 -0.7164
H -3.6993 0.4140 -1.3405
O -2.8270 0.0241 -1.4981
H 1.4763 4.4755 -1.0003
H 2.2012 3.3734 -0.2383
O 1.7174 3.5458 -1.0627
H -0.2124 -2.8272 0.5898
H -0.7482 -3.0088 -0.7977
O -1.0363 -2.9290 0.1221
H -1.8859 0.5643 -4.6410
H -2.3999 0.5953 -3.1722
O -2.1327 1.1524 -3.9215

=====

# 3
164
Properties=species:S:1:pos:R:3 method="wB97M-V/def2-TZVPD" charge=+5 multiplicity=2 lumo_ev="-10.7482 / -14.0635"
C 4.1829 1.0429 4.7742
C 3.8225 -0.2447 3.9498
N 4.1691 -0.0440 2.5181
C 3.3390 0.2321 1.4712
C 4.1719 0.4655 0.3153
N 5.4864 0.3062 0.6707
C 5.4465 -0.0279 2.0208
C 6.6151 0.2871 -0.2570
H 5.2434 1.2805 4.8577
H 3.7371 0.8765 5.7549
H 3.6454 1.8919 4.3520
H 2.8042 -0.5964 4.1158
H 4.4256 -1.0029 4.4492
H 2.2663 0.1909 1.5899
H 3.9197 0.8028 -0.6792
H 6.3424 -0.2743 2.5713
H 6.3035 -0.0436 -1.2477
H 7.3689 -0.3954 0.1356
H 7.0570 1.2775 -0.3667
C -1.1038 -1.1805 -7.1416
C -2.1195 -2.3251 -6.7792
N -3.0625 -1.9918 -5.6666
C -4.4217 -1.6798 -5.8010
C -4.8596 -1.2676 -4.5935
N -3.8288 -1.4179 -3.7015
C -2.7177 -1.7926 -4.3706
C -3.9753 -1.3086 -2.3021
H -1.4991 -0.4960 -7.8922
H -0.3149 -1.6491 -7.7299
H -0.6944 -0.7191 -6.2430
H -1.5231 -3.2056 -6.5398
H -2.6082 -2.5624 -7.7242
H -4.8613 -1.7243 -6.7864
H -5.8300 -0.9699 -4.2245
H -1.7358 -1.8493 -3.9245
H -4.8223 -0.7001 -1.9851
H -3.0447 -0.9428 -1.8682
H -4.1973 -2.2865 -1.8748
C 0.5509 3.1748 -0.8984
C 1.4142 3.9113 0.1808
C 2.8924 3.9713 -0.1453
N 3.8174 4.7390 0.9371
C 3.1348 6.1297 1.1814
C 5.1451 5.0383 0.2934
C 6.0707 3.9485 0.9115
C 5.5553 3.6478 2.3303
C 3.9882 3.8051 2.1967
H -0.4350 2.9761 -0.4781
H 0.9996 2.2106 -1.1373
H 0.3981 3.7995 -1.7784
H 1.1769 3.2772 1.0350
H 0.9028 4.8131 0.5176
H 2.9745 4.5308 -1.0771
H 3.3256 2.9716 -0.1788
H 2.9546 6.5201 0.1798
H 3.8674 6.7080 1.7445
H 2.2824 6.1505 1.8605
H 5.3907 6.0295 0.6745
H 5.1106 5.0383 -0.7961
H 7.1172 4.2371 1.0094
H 6.1199 3.0521 0.2934
H 6.0807 4.2750 3.0504
H 5.8642 2.6480 2.6351
H 3.5665 4.2858 3.0794
H 3.4060 2.8883 2.1047
C -0.8158 -1.3845 3.4051
C -1.3334 -0.2716 4.3312
C -2.0746 -0.8123 5.5816
N -2.5191 0.3672 6.5208
C -3.5670 1.2312 5.8278
C -3.0854 -0.3338 7.8101
C -2.3110 0.1379 8.9947
C -1.5829 1.4238 8.6537
C -1.3864 1.2750 7.1303
H -1.6664 -1.8036 2.8675
H -0.3906 -2.1958 3.9959
H -0.0853 -1.0058 2.6902
H -1.8359 0.3791 3.6155
H -0.4738 0.2599 4.7395
H -1.3649 -1.4231 6.1397
H -2.9425 -1.3791 5.2446
H -2.9269 1.6746 5.0651
H -4.0580 1.9575 6.4754
H -4.1683 0.4692 5.3320
H -4.1324 -0.0557 7.9309
H -3.1087 -1.4129 7.6581
H -2.9255 0.0967 9.8940
H -1.6941 -0.7019 9.3146
H -2.1476 2.3175 8.9191
H -0.6589 1.5122 9.2251
H -1.1015 2.2177 6.6632
H -0.5654 0.5728 6.9854
C 1.5392 0.1691 -3.7731
C 2.5058 -0.6316 -4.6444
C 2.6415 -2.0383 -4.0485
N 3.6000 -2.8685 -4.8802
C 3.0861 -2.9638 -6.3655
C 3.7337 -4.2535 -4.3086
C 5.0990 -4.8141 -4.7628
C 5.8664 -3.6443 -5.2530
C 5.0868 -2.3416 -4.8664
H 1.7360 0.3102 -2.7103
H 0.5428 -0.2633 -3.6827
H 1.3322 1.1417 -4.2196
H 3.4591 -0.1120 -4.7416
H 2.0837 -0.6745 -5.6485
H 1.6918 -2.5724 -4.0787
H 2.9353 -2.0411 -2.9988
H 3.7130 -3.7003 -6.8680
H 3.3049 -2.0137 -6.8529
H 2.0151 -3.0825 -6.5300
H 2.8252 -4.7919 -4.5784
H 3.6962 -4.2111 -3.2200
H 4.9405 -5.5149 -5.5824
H 5.6000 -5.3499 -3.9566
H 5.9581 -3.7636 -6.3326
H 6.8687 -3.5640 -4.8321
H 5.2876 -1.4650 -5.4823
H 5.3830 -2.0857 -3.8491
C -4.7047 3.9714 -0.9363
C -4.9562 2.5347 -0.4070
C -5.5447 2.6580 0.9467
N -5.8403 1.3220 1.6613
C -4.5423 0.5287 1.9952
C -6.7066 1.6357 2.9311
C -7.5270 0.4107 3.2675
C -7.6636 -0.3700 1.9692
C -6.9550 0.5324 0.9339
H -4.0526 4.0142 -1.8087
H -4.1990 4.5489 -0.1625
H -5.6326 4.5124 -1.1217
H -4.0165 1.9823 -0.4102
H -5.6563 2.0741 -1.1040
H -6.4889 3.2018 0.9177
H -4.8418 3.1047 1.6499
H -4.7994 -0.2624 2.6995
H -3.9295 1.2255 2.5672
H -4.0247 0.1075 1.1333
H -6.0217 1.9834 3.7045
H -7.3614 2.4948 2.7850
H -7.0931 -0.1653 4.0849
H -8.5566 0.6714 3.5129
H -7.0396 -1.2515 2.1165
H -8.6964 -0.6516 1.7639
H -6.5466 0.0382 0.0524
H -7.6628 1.2494 0.5179
N -0.8784 -1.8294 -1.6656
S -0.7762 -0.4510 -0.6707
O 0.5157 -0.1148 -0.0959
O -1.9464 -0.1383 0.1504
F -0.8288 0.6657 -1.8071
S 0.0253 -2.6360 -0.8038
O -0.5106 -2.9671 0.5266
O 1.4464 -2.5106 -1.0255
F -0.3245 -3.9619 -1.6696
N -0.3067 -6.6879 -4.6304
S 0.3055 -6.6651 -3.0527
O -0.5885 -6.8544 -1.8993
O 1.5268 -5.9794 -2.7760
F 0.7522 -8.2142 -3.4001
S -1.1256 -5.3898 -4.2704
O -0.4705 -4.1285 -4.5711
O -2.3123 -5.4902 -3.3787
F -1.8522 -5.4531 -5.7368